Formula: C28H29IKN7O5S
Source: the Open Molecules 2025 dataset
Level of theory: wB97M-V/def2-TZVPD

```
72
Properties=species:S:1:pos:R:3:lowdin_charge:R:1
H -1.8945 5.8773 2.0589 0.128
H -3.1584 4.9181 0.2334 0.121
C 0.5061 2.8702 -2.5355 -0.117
C 2.1787 -1.8071 3.6064 -0.007
H 0.5481 -1.1989 -5.3210 0.105
H -3.3842 -2.5065 2.0806 0.103
O 0.9303 0.7016 -1.4663 -0.138
C 2.8145 -2.7241 2.7611 -0.046
C -0.1317 -4.0383 0.8598 -0.027
H 0.3662 -3.3493 -4.4999 0.104
H -4.9139 -3.5107 -1.8219 0.110
C -0.9508 1.6820 3.7942 -0.220
H 0.5841 -4.7677 0.4275 0.080
H 3.9081 -2.8351 2.8219 0.119
H 0.6475 2.8943 -3.6565 0.133
C -0.2034 1.0638 5.9706 -0.048
H 2.0221 2.6513 -1.1126 0.112
C 0.1675 -0.3380 4.0961 -0.203
H 2.6288 -1.4606 4.5058 0.095
C -2.6538 4.2301 0.9174 -0.035
H 3.6932 -3.0408 -3.0641 0.117
H -0.1586 1.2830 7.0330 0.114
H -1.1620 2.9369 5.5289 0.106
C 2.0187 -3.4071 1.8362 -0.034
H 1.4935 -3.9653 -3.3279 0.110
H -3.8578 1.1646 -0.0196 0.053
C -1.4743 2.5684 2.7936 -0.208
C 1.4097 -1.0351 -4.7173 -0.027
O 4.9215 1.8580 -5.2522 -0.309
H -3.0016 2.1745 -1.2035 0.076
I -5.4520 -4.9724 1.4091 0.828
H -0.7815 -4.6268 1.5360 0.097
C 0.3532 -0.0935 5.4656 -0.003
H 2.7302 2.8966 -2.8666 -0.010
N -3.6595 -1.9560 -1.0845 0.007
H 1.9030 4.1644 -1.6458 0.119
H 4.6530 -0.7098 -2.4683 0.121
H 0.9186 -0.7822 6.0450 0.105
K -0.8369 0.0836 0.4043 0.766
C 1.9418 -2.1442 -4.0701 -0.357
H 2.4195 -4.4151 1.4942 0.134
C -4.3838 -3.5164 0.3745 -0.753
N 1.3028 -3.3078 -4.0984 0.088
C -3.6122 2.1814 -0.2621 -0.021
O 3.3700 2.7737 -3.7458 -0.266
C 2.0555 0.1607 -4.5662 -0.073
C -2.7814 2.8293 0.8444 -0.308
C -4.3861 -3.1066 -0.9761 -0.137
N -2.2108 2.0482 1.7593 0.094
C 3.8480 -0.8898 -3.2093 -0.052
C -1.4305 3.9612 2.9726 -0.004
O -1.1819 1.1614 -2.1586 -0.167
C -3.5404 -2.5382 1.0137 -0.223
H 1.6324 1.0977 -4.9048 0.117
H -1.0008 4.3926 3.8501 0.099
C -0.8052 2.0032 5.1431 0.001
H -0.7044 -3.5310 0.0956 0.068
C 0.0875 1.4763 -2.0452 -0.651
S 4.3650 1.5956 -3.9360 0.609
C 3.2067 -2.0941 -3.4069 -0.030
C 0.8406 -1.4085 3.3205 -0.188
C 0.6489 -3.1199 1.7414 -0.334
H -4.4680 2.8791 -0.3948 0.090
N -3.0815 -1.6349 0.1492 -0.020
N -0.6190 0.4541 3.3548 0.148
O 5.2422 1.3765 -2.7799 -0.341
H -0.2482 3.6377 -2.2289 0.125
N 0.1512 -2.0156 2.3086 0.122
C -2.0261 4.7646 1.9957 -0.072
N 1.8147 3.2002 -1.9421 0.032
H -3.4442 -1.3396 -1.8626 0.159
C 3.2757 0.1748 -3.9520 -0.284
```

Its spin multiplicity is 1. For the HOMO energy, the calculation gives -7.3 eV. As for the HOMO-LUMO gap: 6.8 eV. Its net charge is 0.

Formula: C37H26BiF5N6O5
Source: the Open Molecules 2025 dataset
Level of theory: wB97M-V/def2-TZVPD

```
80
Properties=species:S:1:pos:R:3:lowdin_charge:R:1
C 1.6720 3.3581 3.6103 -0.093
C 2.7352 2.5423 4.0438 -0.064
C -0.0472 4.3150 -6.3521 -0.020
O -0.7619 -1.4085 -2.6235 -0.298
H -1.7566 4.1519 -0.3391 0.105
C 1.6140 -0.9446 2.9133 -0.333
F -0.9989 -6.8923 -2.6267 0.117
H -1.9699 3.9339 -7.2133 0.096
O 3.6873 -1.1624 1.7906 0.019
C -0.7040 -6.2016 -1.5104 -0.130
C 3.0805 -3.9447 4.7276 -0.078
Bi -0.2896 -1.7032 -0.5322 2.029
C 0.4834 1.3508 2.9082 -0.019
H 2.6645 -4.4928 6.7629 0.093
H 3.5210 -4.9113 4.4412 0.107
F -1.2051 -4.3112 -2.7355 0.085
C -4.3911 -0.8254 -2.6538 0.045
H -6.0522 -1.7338 0.1465 0.107
C -0.2036 -6.8131 -0.3556 -0.094
C -3.1158 -1.1845 -2.1978 -0.231
C 1.8520 -1.5365 5.3360 -0.037
H -6.4783 -0.7145 -2.1066 0.111
N 0.1367 3.3821 -1.0667 -0.009
C 0.0397 -6.0615 0.7913 -0.139
H 3.5122 2.9627 4.6645 0.096
C 2.4590 -1.0477 1.5705 -0.556
O 0.2629 -1.3413 2.6741 -0.041
H -0.3796 0.8836 2.4609 0.094
H 1.8988 4.4877 -1.1403 0.140
C -0.7975 -4.8094 -1.5524 -0.241
N 0.9041 4.7684 -3.0071 -0.039
H 1.3595 -0.5921 5.5926 0.126
F 0.0187 -3.9535 1.9017 0.024
H 2.2860 2.4088 -2.3495 0.072
O -2.0572 -0.7480 -4.2765 0.083
C -1.5012 4.5594 -3.9468 -0.020
C 2.6226 -3.7099 6.0229 -0.092
H 0.4217 5.4935 -1.0934 0.138
C -0.1059 4.6382 -3.9861 -0.157
C 0.8604 4.5712 -1.5141 -0.049
H 1.6731 -2.2696 7.3683 0.112
N -2.8913 -1.6415 -0.9706 0.020
C -0.0902 -4.6773 0.7203 -0.213
C 2.7143 1.1584 3.7826 -0.024
H 0.5418 4.1992 -7.2978 0.133
H -2.2730 1.4650 0.1041 0.113
C 0.6168 4.6277 -5.1630 -0.261
C 1.9636 1.7038 -1.5719 0.000
C 1.6117 0.5605 3.1935 -0.151
N 2.1318 4.8340 -3.6389 0.049
H 0.1831 -2.2951 2.7078 0.059
H 1.7628 4.4419 3.7118 0.097
N 1.9564 4.7223 -4.9152 0.071
H 3.2394 -3.1818 2.7040 0.111
H -3.2026 4.0790 -5.2033 0.105
F -0.2134 -8.1721 -0.2629 0.106
C -5.2605 -1.5200 -0.5444 -0.038
C 2.0109 -2.4820 6.3304 -0.082
C 2.8709 -3.0116 3.7076 -0.010
H -4.4379 -0.4390 -3.6683 0.129
C -1.1413 3.2948 -0.5033 -0.067
H 3.5586 0.5241 4.0217 0.124
C -0.4398 -4.0166 -0.4525 -0.198
H -3.7610 -2.1698 0.8416 0.119
H 2.7080 1.7147 -0.7710 0.101
C -3.9532 -1.8360 -0.1719 -0.096
C -1.3449 1.9572 -0.2663 -0.181
H -2.0178 4.7339 -2.9974 0.105
C -5.4853 -0.9804 -1.7989 -0.025
N -0.2532 1.2384 -0.5696 0.029
C 2.2184 -1.7917 4.0145 -0.144
C 0.5487 2.7387 3.0498 -0.091
C -1.9886 -1.0839 -3.0813 -0.539
H -0.2544 3.3659 2.6813 0.089
F 0.4484 -6.6647 1.9187 0.120
C -2.1313 4.2357 -5.1270 -0.072
O 1.9187 -1.0230 0.3950 -0.242
C 0.6375 2.0729 -1.1062 -0.318
H 1.9460 0.6842 -2.0137 0.097
C -1.3981 4.1400 -6.3368 -0.086
```

Its spin multiplicity is 1. For the HOMO energy, the calculation gives -8.4 eV. As for the HOMO-LUMO gap: 6.7 eV. Its net charge is 0.

Formula: C20H48ErINOP3
Source: the Open Molecules 2025 dataset
Level of theory: wB97M-V/def2-TZVPD

```
75
Properties=species:S:1:pos:R:3:lowdin_charge:R:1
C 3.0996 -3.2372 0.0497 -0.246
H -2.8032 3.1528 0.8520 0.051
C 2.5400 0.2980 1.1655 -0.124
I 1.2209 -3.4909 -4.1220 0.756
C 1.2115 -5.0669 -5.6239 -0.472
C -0.7237 3.6864 2.6757 -0.068
H 0.1811 3.4787 3.2560 0.060
H -2.7027 -1.6257 1.5931 0.120
H -0.1898 -3.1742 2.0464 0.052
H 1.9771 3.2737 2.8096 0.078
H 3.4562 2.3244 2.6528 0.107
H -0.3655 -4.8682 -0.3100 0.055
H -1.8331 3.4094 -0.6159 0.066
C 2.1710 -0.6439 -2.3311 -0.099
N 0.0646 0.8271 -0.1827 -0.443
C -1.8942 3.6052 0.4633 -0.087
C -2.4313 -0.7114 -4.3470 -0.263
P -0.1766 1.3808 1.2640 1.023
H 1.1391 -4.6059 -6.6133 0.012
H -1.2381 0.6330 4.0240 0.086
O 3.2026 -0.4109 -2.8152 0.158
C 2.4814 2.5284 2.1742 -0.090
C -0.6002 3.2514 1.2001 -0.609
Er 0.1467 -0.9253 -1.2000 0.746
H -0.8949 2.0847 -4.9195 0.069
H 1.0500 -5.0884 -1.3592 0.003
P -1.3113 0.2387 -3.2595 0.729
H -3.0672 1.9614 2.5894 0.081
H 1.4487 -3.8115 2.4532 0.074
H -3.0195 2.0366 -2.9225 0.071
C -1.8104 0.2624 1.9127 -0.531
H -0.6779 -0.9103 3.3095 0.051
H -1.8269 1.8995 -1.6145 -0.016
H -0.9105 4.7644 2.7297 0.105
H -1.0639 -1.5656 0.8861 0.009
C -2.0054 -0.9725 1.0411 -0.116
C -2.4481 1.3320 -2.3110 -0.270
H -1.5467 3.1739 3.1768 0.067
C 0.4744 4.0465 0.4510 -0.086
H 0.3449 0.8019 -4.9443 0.051
C 1.7052 1.2151 2.0473 -0.553
H 2.5630 0.6011 3.9369 0.105
H 0.0612 5.0417 0.2207 0.101
C 0.7338 -4.8382 -0.3363 -0.269
H -3.0484 -1.3658 -3.7137 0.050
H 0.3251 1.9914 -3.6247 0.049
H 1.1272 -5.5865 0.3649 0.070
H -1.8422 -1.3586 -5.0104 0.037
H -3.1115 -0.1190 -4.9716 0.066
H 1.3816 4.2479 1.0264 0.057
H 3.4909 0.0789 1.6976 0.120
P 1.2765 -3.1544 0.0917 0.711
H -2.4486 -0.7826 0.0474 0.068
C 0.8945 -3.0514 1.8864 -0.253
H 1.1711 -2.0637 2.2830 0.013
C -3.1132 1.0844 1.9248 -0.082
H -3.3802 1.4006 0.9093 0.067
C -1.5001 -0.1909 3.3470 -0.093
H -3.1467 0.7320 -1.7125 0.044
H 2.7788 0.7071 0.1842 0.069
C 1.5725 0.6360 3.4491 -0.098
H 1.2117 -0.4030 3.4261 0.050
H -3.9840 0.4979 2.2833 0.111
H 3.4827 -3.9930 0.7497 0.071
H -2.3587 -0.7179 3.8037 0.106
H 3.4327 -3.4846 -0.9696 0.052
H 0.9062 1.2237 4.0820 0.081
H 0.3521 -5.7243 -5.4522 0.013
C -0.3194 1.3892 -4.2875 -0.251
H 2.1422 -5.6364 -5.5458 0.014
H 2.0337 -0.6671 1.0038 0.001
H 0.7336 3.5579 -0.4949 0.082
H 3.5338 -2.2586 0.3076 0.039
H -2.0454 4.6921 0.5680 0.105
H 2.7199 2.9567 1.1941 0.081
```

Its spin multiplicity is 4. For the HOMO energy (alpha / beta), the calculation gives -13.9 / -14.0 eV. As for the HOMO-LUMO gap (alpha / beta): 6.9 / 7.0 eV. As for the expectation value of S²: 3.7534. Its net charge is +2.